This record from the Open Molecules 2025 dataset describes 2 unconnected molecules or ions with the total composition C6H18FNO4PS. The level of theory is ωB97M-V with the def2-TZVPD basis set.

Properties
LUMO level (eV): 2.82
Max |F| (eV/A): 0.69

```
! RIJCOSX wB97M-V def2-TZVPD def2/J DEFGRID3
* xyz -1 1
C 3.180 -0.911 1.928
C 2.320 -0.311 0.816
C 1.521 -1.319 0.015
F 0.884 -0.596 -1.042
P 0.255 -2.498 0.893
C -0.296 -1.196 2.201
N -0.861 0.038 1.631
H 2.684 -0.931 2.892
H 3.529 -1.912 1.691
H 4.068 -0.288 2.048
H 3.012 0.176 0.120
H 1.698 0.496 1.199
H 2.242 -1.973 -0.483
H -0.872 -2.017 0.043
H 0.557 -3.496 -0.159
H 1.382 -2.990 1.721
H -0.614 -3.508 1.534
H 0.482 -0.961 2.929
H -1.085 -1.684 2.780
H -0.921 -0.028 0.622
H -0.364 0.868 1.917
C -0.964 2.009 -2.395
C -2.220 1.206 -2.644
O -3.233 1.898 -1.894
S -2.928 3.468 -1.899
O -3.691 4.095 -2.923
O -2.969 3.942 -0.563
O -1.410 3.380 -2.394
H -0.533 1.772 -1.421
H -0.214 1.871 -3.168
H -2.134 0.181 -2.295
H -2.505 1.220 -3.699
*
```